A molecular structure, C11H19NOPTi. Source: the OMol25 dataset; level of theory: ωB97M-V with the def2-TZVPD basis set.

Each line ends with the natural charge from an NBO analysis.
CARTESIAN COORDINATES (ANGSTROEM)
C  0.9927  0.7007  -3.6414  -0.70
C  0.5159  0.1413  -4.8103  -0.27
C  0.0837  -1.1978  -4.9450  -0.37
C  0.0050  -2.0869  -3.8546  -0.26
C  0.4227  -1.7847  -2.5648  -0.62
Ti  -0.3192  -0.0300  -2.2946  0.71
P  0.1552  2.4761  -1.4676  0.12
H  1.5450  1.6326  -3.6709  0.16
H  0.4986  0.7313  -5.7358  0.17
H  -0.1695  -1.5698  -5.9424  0.18
H  0.5963  -2.5499  -1.8214  0.17
H  -0.3574  -3.0984  -4.0942  0.17
H  -0.6204  3.3517  -0.6327  -0.03
H  0.4874  3.4029  -2.4997  0.00
H  1.4276  2.5498  -0.8059  -0.01
O  -0.1444  -0.2383  -0.3905  -0.75
C  0.0962  -0.3458  0.8622  0.48
C  0.7437  0.7244  1.6867  -0.48
C  -0.3305  1.3998  2.5482  -0.40
C  -0.5936  0.6599  3.8623  -0.39
C  -1.1518  -0.7442  3.7005  -0.42
C  -0.2441  -1.6972  2.9236  -0.21
N  -0.2873  -1.4609  1.4725  -0.64
H  1.5089  0.2466  2.3211  0.19
H  1.2445  1.4462  1.0311  0.23
H  -0.0169  2.4277  2.7760  0.19
H  -1.2711  1.4859  1.9827  0.21
H  0.3373  0.6104  4.4464  0.18
H  -1.3156  1.2498  4.4406  0.20
H  -1.2997  -1.1782  4.6972  0.19
H  -2.1403  -0.7089  3.2202  0.20
H  0.7900  -1.6067  3.2838  0.17
H  -0.5840  -2.7261  3.0563  0.20
H  -0.6050  -2.2132  0.8603  0.41

Calculated values
Charge = -1
Orbital gap (spin up / spin down) = 3.4 / 5.3 eV
DFT total energy = -1751.17764 Ha
Highest occupied orbital energy (spin up / spin down) = -0.4 / -2.3 eV
Multiplicity = 3